Below is a structure of composition C21H40P2V, with properties calculated with ωB97M-V/def2-TZVPD.

Positions of all 64 atoms, in Å:
P  -1.09  -4.72  -4.73
P  1.31  -5.91  -2.99
C  -0.15  -6.18  -5.41
C  0.55  -6.99  -4.31
H  0.60  -5.79  -6.10
H  -0.83  -6.82  -5.99
H  -0.18  -7.64  -3.81
H  1.33  -7.64  -4.73
C  3.06  -5.85  -3.62
H  3.70  -5.40  -2.86
H  3.11  -5.22  -4.51
H  3.44  -6.85  -3.86
C  1.53  -7.20  -1.67
H  2.04  -8.09  -2.05
H  0.55  -7.48  -1.27
H  2.12  -6.78  -0.85
C  -1.29  -3.77  -6.31
H  -1.97  -2.93  -6.14
H  -1.69  -4.39  -7.12
H  -0.32  -3.36  -6.62
C  -2.78  -5.47  -4.63
H  -2.83  -6.19  -3.81
H  -3.06  -5.98  -5.56
H  -3.52  -4.69  -4.43
V  0.00  0.00  0.00
C  0.63  -2.11  0.32
C  1.56  -1.53  -0.54
C  1.60  -1.75  -2.05
C  0.83  -0.66  -2.84
C  -0.45  -0.20  -2.17
C  -1.36  -1.01  -1.49
C  -1.26  -2.52  -1.37
C  -0.54  -2.98  -0.08
C  -1.11  1.75  0.13
H  0.89  -2.15  1.37
H  2.47  -1.13  -0.10
H  1.22  -2.74  -2.29
H  2.65  -1.73  -2.37
H  1.47  0.22  -2.95
H  0.61  -1.03  -3.86
H  -0.79  0.79  -2.46
H  -2.33  -0.57  -1.27
H  -0.77  -2.93  -2.25
H  -2.27  -2.94  -1.36
H  -1.25  -2.97  0.75
H  -0.21  -4.03  -0.19
H  -1.43  1.94  1.16
H  -2.00  1.71  -0.51
H  -0.48  2.59  -0.19
C  -1.43  3.96  3.57
C  -0.03  3.81  2.96
C  0.33  5.07  2.16
C  1.00  3.59  4.07
C  -0.02  2.61  2.03
C  -0.01  1.58  1.23
H  -1.47  4.83  4.25
H  -1.71  3.05  4.14
H  -2.19  4.11  2.77
H  0.33  5.96  2.81
H  1.34  4.97  1.70
H  -0.40  5.23  1.34
H  0.76  2.67  4.66
H  2.02  3.46  3.65
H  1.02  4.45  4.77

Results
2S+1: 4
Orbital gap (alpha / beta), eV: 6.929 / 5.936
Expectation value of S²: 3.8973
Energy relative to the best compared isomer or geometry (same formula, charge and spin), kJ/mol: 379.6
HOMO energy (alpha / beta), eV: -6.4 / -5.4

The net atomic charges from Löwdin, expressed in e, are: number 1, P, carries 0.82; number 2, P, carries 0.81; number 3, C, carries -0.46; number 4, C, carries -0.46; number 5, H, carries 0.07; number 6, H, carries 0.07; number 7, H, carries 0.07; number 8, H, carries 0.07; number 9, C, carries -0.31; number 10, H, carries 0.03; number 11, H, carries 0.03; number 12, H, carries 0.03; number 13, C, carries -0.32; number 14, H, carries 0.04; number 15, H, carries 0.03; number 16, H, carries 0.03; number 17, C, carries -0.32; number 18, H, carries 0.03; number 19, H, carries 0.04; number 20, H, carries 0.03; number 21, C, carries -0.31; number 22, H, carries 0.03; number 23, H, carries 0.03; number 24, H, carries 0.03; number 25, V, carries 0.69; number 26, C, carries -0.24; number 27, C, carries -0.22; number 28, C, carries -0.20; number 29, C, carries -0.19; number 30, C, carries -0.22; number 31, C, carries -0.20; number 32, C, carries -0.20; number 33, C, carries -0.20; number 34, C, carries -0.24; number 35, H, carries 0.10; number 36, H, carries 0.10; number 37, H, carries 0.07; number 38, H, carries 0.10; number 39, H, carries 0.11; number 40, H, carries 0.11; number 41, H, carries 0.10; number 42, H, carries 0.10; number 43, H, carries 0.05; number 44, H, carries 0.10; number 45, H, carries 0.10; number 46, H, carries 0.10; number 47, H, carries 0.06; number 48, H, carries 0.11; number 49, H, carries 0.09; number 50, C, carries -0.07; number 51, C, carries -0.62; number 52, C, carries -0.07; number 53, C, carries -0.07; number 54, C, carries 0.00; number 55, C, carries -0.27; number 56, H, carries 0.09; number 57, H, carries 0.09; number 58, H, carries 0.09; number 59, H, carries 0.09; number 60, H, carries 0.09; number 61, H, carries 0.09; number 62, H, carries 0.09; number 63, H, carries 0.09; number 64, H, carries 0.09

Below is a cluster of 5 separate species, C21H41Br8N3P in total, with properties calculated with ωB97M-V/def2-TZVPD.

Positions of all 74 atoms, in Å:
C  2.01  -2.06  1.59
C  1.93  -2.29  0.05
C  2.96  -1.45  -0.83
C  1.05  -3.09  -0.61
C  -0.04  -4.02  0.04
C  -1.02  -3.29  1.02
C  -2.21  -2.50  0.32
C  -2.05  -2.28  -1.23
C  -2.35  -1.11  1.11
C  -1.21  -0.08  0.73
C  -1.72  0.99  -0.29
N  -2.97  1.00  -0.94
C  -3.00  2.09  -1.78
N  -1.84  2.80  -1.68
C  -0.99  2.15  -0.73
P  0.72  2.75  -0.23
N  1.80  1.80  -0.91
H  1.11  -1.43  1.88
H  2.90  -1.40  1.81
H  2.05  -3.00  2.20
H  2.47  -1.10  -1.79
H  3.77  -2.19  -1.12
H  3.37  -0.59  -0.25
H  1.12  -3.12  -1.73
H  0.46  -4.87  0.60
H  -0.64  -4.52  -0.77
H  -0.53  -2.60  1.75
H  -1.51  -4.10  1.65
H  -3.20  -3.02  0.49
H  -1.10  -1.71  -1.44
H  -2.00  -3.22  -1.83
H  -2.90  -1.61  -1.58
H  -2.21  -1.37  2.19
H  -3.40  -0.72  1.01
H  -0.26  -0.55  0.36
H  -0.95  0.49  1.67
H  -3.71  0.32  -0.80
H  -3.86  2.34  -2.44
H  -1.63  3.65  -2.22
H  0.82  2.75  1.20
H  0.91  4.10  -0.67
H  2.41  2.35  -1.53
Br  7.58  -1.29  0.70
C  7.30  -1.19  -1.22
C  7.15  0.24  -1.69
Br  5.38  0.94  -1.26
H  6.43  -1.81  -1.45
H  8.18  -1.65  -1.66
H  7.22  0.30  -2.77
H  7.87  0.91  -1.24
Br  3.85  -4.01  4.31
C  2.35  -5.24  4.50
C  2.60  -6.53  3.76
Br  2.34  -6.32  1.84
H  1.46  -4.72  4.16
H  2.27  -5.42  5.57
H  1.88  -7.29  4.06
H  3.61  -6.92  3.91
Br  1.68  6.76  -1.07
C  0.19  7.75  -0.28
C  -0.43  6.99  0.86
Br  -1.57  5.54  0.20
H  -0.50  7.97  -1.08
H  0.63  8.68  0.08
H  -1.10  7.63  1.44
H  0.30  6.53  1.53
Br  -5.98  2.66  -3.56
C  -7.72  3.27  -2.95
C  -7.75  3.45  -1.45
Br  -7.87  1.73  -0.54
H  -8.45  2.55  -3.31
H  -7.88  4.22  -3.45
H  -8.63  4.00  -1.15
H  -6.86  3.95  -1.07

Results
Orbital gap, eV: 7.691
Net charge: +1
HOMO energy, eV: -10.3

The net atomic charges from Löwdin, expressed in e, are: number 1, C, carries -0.06; number 2, C, carries -0.30; number 3, C, carries -0.12; number 4, C, carries -0.11; number 5, C, carries -0.19; number 6, C, carries -0.17; number 7, C, carries -0.33; number 8, C, carries -0.07; number 9, C, carries -0.16; number 10, C, carries -0.11; number 11, C, carries -0.16; number 12, N, carries 0.15; number 13, C, carries -0.05; number 14, N, carries 0.08; number 15, C, carries -0.27; number 16, P, carries 0.74; number 17, N, carries -0.30; number 18, H, carries 0.06; number 19, H, carries 0.08; number 20, H, carries 0.03; number 21, H, carries 0.07; number 22, H, carries 0.08; number 23, H, carries -0.01; number 24, H, carries 0.12; number 25, H, carries 0.03; number 26, H, carries 0.11; number 27, H, carries 0.08; number 28, H, carries 0.12; number 29, H, carries 0.14; number 30, H, carries 0.08; number 31, H, carries 0.09; number 32, H, carries 0.07; number 33, H, carries 0.12; number 34, H, carries 0.11; number 35, H, carries 0.11; number 36, H, carries 0.13; number 37, H, carries 0.16; number 38, H, carries 0.02; number 39, H, carries 0.15; number 40, H, carries 0.02; number 41, H, carries -0.08; number 42, H, carries -0.04; number 43, Br, carries 0.60; number 44, C, carries -0.69; number 45, C, carries -0.68; number 46, Br, carries 0.65; number 47, H, carries 0.04; number 48, H, carries 0.06; number 49, H, carries 0.06; number 50, H, carries 0.05; number 51, Br, carries 0.63; number 52, C, carries -0.69; number 53, C, carries -0.68; number 54, Br, carries 0.67; number 55, H, carries 0.05; number 56, H, carries 0.06; number 57, H, carries 0.06; number 58, H, carries 0.05; number 59, Br, carries 0.64; number 60, C, carries -0.68; number 61, C, carries -0.65; number 62, Br, carries 0.64; number 63, H, carries 0.05; number 64, H, carries 0.07; number 65, H, carries 0.06; number 66, H, carries 0.06; number 67, Br, carries 0.68; number 68, C, carries -0.66; number 69, C, carries -0.69; number 70, Br, carries 0.61; number 71, H, carries 0.06; number 72, H, carries 0.07; number 73, H, carries 0.06; number 74, H, carries 0.05

Below is a structure of composition C21H41N2O2P3SZr, with properties calculated with ωB97M-V/def2-TZVPD.

Positions of all 71 atoms, in Å:
P  4.37  -0.63  -0.43
C  4.96  -0.67  1.31
H  6.06  -0.58  1.37
H  4.63  -1.59  1.80
H  4.50  0.18  1.84
C  4.87  -2.32  -0.97
H  4.69  -2.41  -2.05
H  4.22  -3.04  -0.46
H  5.93  -2.55  -0.75
C  5.67  0.40  -1.22
H  6.66  0.18  -0.82
H  5.41  1.46  -1.04
H  5.66  0.23  -2.31
P  -1.01  3.27  -0.78
C  -1.08  3.71  0.98
H  -1.35  4.78  1.04
H  -0.11  3.54  1.46
H  -1.85  3.13  1.50
C  0.11  4.48  -1.52
H  0.23  4.29  -2.59
H  1.09  4.43  -1.03
H  -0.33  5.48  -1.38
C  -2.62  3.77  -1.45
H  -2.73  4.85  -1.26
H  -3.42  3.20  -0.96
H  -2.62  3.58  -2.53
P  -3.31  -3.07  -0.31
C  -3.82  -3.04  1.45
H  -4.62  -3.77  1.61
H  -4.16  -2.02  1.70
H  -2.94  -3.28  2.07
C  -4.85  -3.49  -1.19
H  -5.38  -4.29  -0.68
H  -4.60  -3.79  -2.22
H  -5.48  -2.59  -1.24
C  -2.38  -4.64  -0.35
H  -3.07  -5.50  -0.37
H  -1.72  -4.69  0.53
H  -1.75  -4.66  -1.25
Zr  -0.36  0.63  -1.46
C  1.30  1.66  -0.08
O  2.03  2.12  0.71
C  -2.48  0.67  -0.27
O  -3.50  0.69  0.29
C  -1.59  0.14  -3.33
C  -0.92  -1.03  -2.92
C  0.48  -1.02  -2.77
C  1.21  0.18  -2.98
C  0.53  1.35  -3.38
C  -0.88  1.33  -3.57
H  -2.67  0.11  -3.46
H  -1.47  -1.95  -2.76
H  1.02  -1.92  -2.49
H  2.28  0.20  -2.81
H  1.08  2.26  -3.58
H  -1.39  2.21  -3.95
S  0.27  -1.21  0.37
C  0.14  -0.59  1.99
N  -0.90  0.17  2.37
C  -1.12  0.52  3.77
C  0.21  0.86  4.40
C  1.19  -0.29  4.24
N  1.11  -0.86  2.89
H  -1.71  0.16  1.76
H  -1.59  -0.33  4.29
H  -1.81  1.37  3.83
H  0.05  1.07  5.46
H  0.62  1.76  3.94
H  0.96  -1.10  4.95
H  2.21  0.05  4.42
H  1.80  -1.54  2.60

Results
Orbital gap (alpha / beta), eV: 2.767 / 2.761
Net charge: +4
Energy relative to the best compared isomer or geometry (same formula, charge and spin), kJ/mol: 166.3
HOMO energy (alpha / beta), eV: -18.4 / -18.4

The net atomic charges from Löwdin, expressed in e, are: number 1, P, carries 0.82; number 2, C, carries -0.27; number 3, H, carries 0.07; number 4, H, carries 0.05; number 5, H, carries 0.03; number 6, C, carries -0.28; number 7, H, carries 0.05; number 8, H, carries 0.04; number 9, H, carries 0.08; number 10, C, carries -0.27; number 11, H, carries 0.07; number 12, H, carries 0.04; number 13, H, carries 0.05; number 14, P, carries 0.75; number 15, C, carries -0.21; number 16, H, carries 0.09; number 17, H, carries 0.05; number 18, H, carries 0.06; number 19, C, carries -0.20; number 20, H, carries 0.06; number 21, H, carries 0.07; number 22, H, carries 0.09; number 23, C, carries -0.21; number 24, H, carries 0.09; number 25, H, carries 0.06; number 26, H, carries 0.06; number 27, P, carries 0.86; number 28, C, carries -0.25; number 29, H, carries 0.08; number 30, H, carries 0.04; number 31, H, carries 0.05; number 32, C, carries -0.25; number 33, H, carries 0.08; number 34, H, carries 0.06; number 35, H, carries 0.05; number 36, C, carries -0.25; number 37, H, carries 0.08; number 38, H, carries 0.05; number 39, H, carries 0.04; number 40, Zr, carries 1.13; number 41, C, carries -0.11; number 42, O, carries 0.15; number 43, C, carries -0.08; number 44, O, carries 0.16; number 45, C, carries -0.11; number 46, C, carries -0.13; number 47, C, carries -0.14; number 48, C, carries -0.14; number 49, C, carries -0.14; number 50, C, carries -0.12; number 51, H, carries 0.17; number 52, H, carries 0.13; number 53, H, carries 0.16; number 54, H, carries 0.13; number 55, H, carries 0.15; number 56, H, carries 0.15; number 57, S, carries 0.67; number 58, C, carries -0.70; number 59, N, carries 0.03; number 60, C, carries -0.13; number 61, C, carries -0.14; number 62, C, carries -0.11; number 63, N, carries 0.08; number 64, H, carries 0.07; number 65, H, carries 0.15; number 66, H, carries 0.14; number 67, H, carries 0.15; number 68, H, carries 0.13; number 69, H, carries 0.15; number 70, H, carries 0.15; number 71, H, carries 0.14

In eV, the electronic energy values for the records above are, in order, -66680.857 -596532.978 -69457.426.
In eV/Å, the strongest force on any atom values for the records above are, in order, 5.5 3.0 10.0.